19
Properties=species:S:1:pos:R:3:forces:R:3 method="wB97M-V/def2-TZVPD" smiles=C1C[C@H]2CNC[C@H]1O2 e_above_lowest_kcal_mol=283.32 lumo_ev=0.92 fmax_ha_per_bohr=0.2100 orbital_gap_ev=9.28 charge=0
C -1.905200 -0.662996 0.140985 -3.98 -1.75 -1.54
C -1.462091 1.099309 -0.078652 -10.36 0.78 -2.92
C -0.166243 0.952500 0.071477 9.48 -0.04 4.75
C 1.476068 1.245960 0.398277 0.20 -0.84 -0.20
N 1.833944 -0.141777 -0.087737 3.27 0.09 -3.72
C 1.150964 -1.517206 0.064930 -0.44 2.56 1.43
C -0.438849 -1.143512 0.200466 -0.30 -2.08 1.08
O -0.083696 -0.129664 1.044678 0.06 2.38 0.95
H -2.672619 -0.745893 0.961784 1.56 0.47 0.16
H -2.604467 -1.106634 -0.685611 1.76 0.84 0.63
H -2.359023 1.281709 0.563523 1.66 1.47 -0.04
H -1.530224 1.560970 -1.162228 -1.24 -0.90 1.93
H 0.128947 0.572844 -0.881490 0.38 -0.12 -0.64
H 2.012970 1.415982 1.445203 -2.11 -0.11 -1.90
H 1.921146 1.932671 -0.349678 -0.23 -0.19 0.55
H 2.363790 -0.061630 -1.082550 -1.91 -0.36 3.15
H 1.458185 -1.937132 -0.852301 0.34 -1.73 -0.38
H 1.464594 -1.754208 1.069771 0.25 -1.46 -0.29
H -0.588190 -0.861293 -0.780842 1.63 1.01 -2.99